C4H6N3 | ωB97M-V/def2-TZVPD

## Properties
net charge = +1
molecular weight = 96.1 g mol⁻¹
structure (SMILES) = C[N+](C)(C#N)C#N
E_HOMO = -18.050 eV
max |F| = 4.44 eV/A
orbital gap = 12.9 eV

Atoms and positions in Å:
N  2.62340  1.90210  -0.20026
C  2.00128  0.96102  0.01328
H  -0.07134  1.21836  1.33350
H  0.84446  -0.04734  2.09037
C  1.60612  -1.32356  0.01225
H  -0.44739  -1.10355  -1.39238
H  -0.69035  -0.50934  1.47262
N  2.24927  -2.25544  -0.08566
N  0.92234  -0.13577  0.07208
C  0.06456  -0.08987  -1.25729
C  0.18218  0.09307  1.26978
H  0.85263  -0.12837  -2.02041
H  -0.69205  0.73069  -1.20651



C4H4BrClN2O2 | ωB97M-V/def2-TZVPD

## Properties
molecular weight = 227.4 g mol⁻¹
E_HOMO = -10.041 eV
max |F| = 5.55 eV/A
orbital gap = 9.6 eV

Atoms and positions in Å:
C  -0.90884  1.50928  0.05411
C  1.39810  -0.29994  0.25767
O  -1.81522  -1.96890  0.01916
N  0.41483  1.47399  0.17298
C  0.42250  -1.24702  -0.34464
H  0.84995  -2.36916  -0.28120
N  -1.55036  0.24926  0.07569
C  -1.04107  -1.03811  -0.04491
H  0.99238  2.28591  0.28128
H  -2.61524  0.34799  0.07124
Cl  1.81062  -0.66501  1.91568
Br  2.93769  0.18773  -0.64944
O  -1.43105  2.58423  -0.09918
H  0.53571  -1.05027  -1.42842



C28H38BMgN3O4P2 | ωB97M-V/def2-TZVPD

## Properties
molecular weight = 577.7 g mol⁻¹
E_HOMO (spin up / spin down) = -5.560 / -4.871 eV
max |F| = 3.11 eV/A
orbital gap (spin up / spin down) = 4.6 / 3.8 eV

Atoms and positions in Å:
P  -0.34304  -0.63997  1.48302
H  -0.04140  -7.76507  -2.23714
H  -2.20194  -6.59171  -1.79776
H  -0.94045  1.44465  2.70319
H  2.09746  -1.63997  0.61470
H  3.30058  4.83712  -1.97131
H  4.77059  -1.53305  -0.67890
H  1.26870  0.13943  -1.57242
H  -0.70750  1.46950  -2.46109
H  2.86111  6.32573  -1.07915
C  -5.66003  -4.29297  0.92391
C  -1.66232  1.22682  -2.02644
N  -2.15357  -2.65748  -0.79932
C  3.17272  5.26867  -0.98261
C  1.12521  -4.59465  -1.88634
C  -1.21394  -6.04048  -1.75641
H  2.01341  -3.98674  -2.01831
H  -2.62702  3.08592  -2.40612
H  0.40522  -2.84900  2.33442
N  -0.04483  -3.94094  -1.61776
P  3.20124  0.32158  -0.01503
H  2.10801  -6.40023  -2.31624
H  -1.02991  -3.08249  1.29994
H  5.60542  0.07103  -0.34079
C  1.82042  4.55406  1.13488
Mg  -0.36957  -1.60521  -1.07503
O  2.27322  3.10675  1.46589
H  1.45152  0.84349  2.17601
C  -3.04986  -0.45230  -0.99989
H  2.39472  5.56499  2.88482
N  -1.79810  -0.00226  -1.44273
B  2.54067  2.28503  0.29685
C  -2.32145  -4.01310  -0.82690
C  1.18737  -5.95652  -2.09435
H  -1.26384  -2.33197  2.94006
C  0.01152  -6.68102  -2.03927
H  -5.06392  -1.68374  0.54789
C  4.77299  -0.62566  -0.04041
H  5.00466  -0.95367  0.97173
C  -4.33898  -2.37685  0.07627
H  1.35706  -0.72026  3.12607
H  -4.49590  2.60540  -0.96462
C  -2.70896  2.10895  -1.92901
H  -0.16274  4.20198  -0.81899
H  0.38219  5.97050  -0.96121
C  -3.86298  1.77461  -1.20027
H  2.62781  6.53239  1.46440
C  1.34106  -0.23512  2.11017
C  -4.09709  0.44015  -0.84076
C  -1.14593  0.33867  2.84146
H  -3.52275  -5.64357  -0.25493
O  2.09453  2.97527  -0.78040
H  2.73560  -0.74375  -2.27139
C  -3.16679  -1.86212  -0.51926
H  2.70700  0.98056  -2.24758
C  -0.58188  -2.42289  2.03792
H  3.25722  -1.09564  1.84368
H  -2.22096  0.19570  2.96870
H  0.58518  4.44478  2.80916
C  2.77578  5.51701  1.85793
C  -4.46317  -3.74234  0.20651
C  -1.20471  -4.68143  -1.47180
C  -3.47098  -4.57501  -0.30106
O  -6.50801  -3.49539  1.42743
C  2.41954  -0.76890  1.20560
C  0.66505  4.90479  -1.11984
H  -5.01862  0.16702  -0.32255
H  3.81796  5.10518  1.84048
H  -0.56527  0.12213  3.77452
C  2.38116  0.10677  -1.65361
O  -5.64368  -5.53707  0.90727
H  -0.31937  4.08290  1.38072
H  0.85309  4.82787  -2.22064
C  1.94821  4.51570  -0.40782
C  0.44756  4.76661  1.75488
H  0.13559  5.82175  1.66891
H  4.07311  5.16906  -0.31193



C3H5FO2 | ωB97M-V/def2-TZVPD

## Properties
molecular weight = 92.1 g mol⁻¹
structure (SMILES) = O=C[C@H](F)CO
E_HOMO = -10.348 eV
max |F| = 2.11 eV/A
orbital gap = 11.1 eV

Atoms and positions in Å:
C  -1.39254  -0.37576  0.16878
F  -0.27012  1.42840  -0.80360
C  1.11291  -0.07667  0.19093
H  -1.56234  -1.07368  1.06895
O  -2.19895  -0.38118  -0.73487
H  -0.38033  1.14552  1.20828
C  -0.21741  0.57500  0.31194
O  1.13870  -0.81018  -0.97116
H  1.20184  -0.84693  1.00934
H  0.71443  -0.30299  -1.65382
H  1.85382  0.71848  0.20524



C22H27NO5 | ωB97M-V/def2-TZVPD

## Properties
molecular weight = 385.5 g mol⁻¹
structure (SMILES) = COc1ccc(CC(=O)N2CCc3cc(OC)c(OC)cc3[C@@H]2C)c(OC)c1
E_HOMO = -7.792 eV
max |F| = 0.50 eV/A
orbital gap = 8.3 eV

Atoms and positions in Å:
H  -4.22811  4.61643  -1.25822
H  2.70620  -3.49787  0.05912
O  -4.13949  2.66649  -0.84327
H  1.40190  -0.74058  1.87778
O  3.71610  1.85746  -2.67644
C  2.23862  -2.60438  0.48051
C  -3.42817  1.57878  -0.43254
H  -2.63484  3.88948  -1.58333
C  -1.50955  -2.06583  0.82694
C  3.82177  0.71014  -0.53045
H  0.19593  1.41374  1.32414
H  4.80750  0.04962  3.16585
C  -0.00949  0.48827  0.78211
H  5.52504  2.50532  -1.89017
C  -2.14269  -2.58581  2.12530
C  -2.10689  1.59269  -0.03247
H  5.60579  0.47316  1.63310
C  3.44727  -0.38916  0.23411
C  -1.45652  0.42941  0.37805
H  2.55996  -2.50605  1.51666
H  -1.54655  2.51464  -0.03232
O  0.28438  -3.80896  -0.18824
H  -7.16044  -0.48925  -1.24593
C  2.65298  -1.39933  -0.31965
H  0.61655  0.47843  -0.11567
C  -2.14600  -0.77030  0.38477
C  4.54261  2.88490  -2.19051
H  4.43716  1.47983  -0.09615
H  -1.64407  -3.50266  2.42998
C  3.40332  0.81727  -1.85211
H  -6.27105  -1.21951  0.11322
H  4.08163  3.41080  -1.34729
H  2.28849  -0.08420  -3.42976
H  -1.65577  -2.82577  0.04975
H  1.63315  -2.04970  -2.06890
C  0.73442  -2.83673  0.39262
C  2.60685  -0.18232  -2.40516
C  -3.48566  3.90821  -0.89366
H  4.66654  3.57993  -3.01953
C  4.64293  0.40321  2.14888
H  -5.73385  -1.50604  -1.56684
N  -0.07035  -1.92586  0.98163
O  -5.42763  0.41669  -0.84644
H  -2.05659  -1.85160  2.92320
H  -3.14151  4.22475  0.09721
O  3.80167  -0.54875  1.54932
C  0.33912  -0.71791  1.65283
C  2.24735  -1.27219  -1.64069
C  -4.13107  0.35281  -0.43154
H  -3.99396  -1.74180  -0.03438
H  -3.19633  -2.79702  1.97050
C  -3.47897  -0.79459  -0.02682
C  -6.17394  -0.77293  -0.88245
H  -0.20949  -0.64781  2.59880
H  4.17378  1.39241  2.18457



C3H7N2P | ωB97M-V/def2-TZVPD

## Properties
molecular weight = 102.1 g mol⁻¹
structure (SMILES) = CN1N=CCP1
E_HOMO = -8.285 eV
max |F| = 5.79 eV/A
orbital gap = 9.3 eV

Atoms and positions in Å:
H  -2.61729  0.43482  -0.56237
P  0.33372  -1.45269  -0.01914
N  0.00464  1.19191  -0.57285
N  -0.76455  -0.09744  -0.28108
C  -2.08916  -0.03690  0.22420
H  1.84917  -0.22245  1.46628
H  0.82547  -1.56626  -1.26649
C  1.15854  1.04712  -0.21285
H  2.54711  -0.74197  -0.16603
C  1.72725  -0.23990  0.33668
H  -2.52571  -0.96690  0.50694
H  -2.27554  0.75938  1.00052
H  1.82635  1.89129  -0.45382



- Among the records above, which one has the lowest max |F|?
  C22H27NO5



- Which of these has the highest molecular weight?
  C28H38BMgN3O4P2



- Among the records above, which one has the lowest molecular weight?
  C3H5FO2